Entry 1:
C20H28AlNO3 | ωB97M-V/def2-TZVPD

Summary:
Net charge ... 0
Max |F| ... 2.67 eV/Å
E_LUMO ... 0.260 eV
Frontier orbital gap ... 7.3 eV

XYZ file:
```
53
C20H28AlNO3 ωB97M-V/def2-TZVPD
O 0.43 -0.10 -0.26
C -0.96 0.22 0.25
C -1.10 -1.14 0.92
H -1.56 0.33 -0.65
H -1.03 1.14 0.87
C 0.13 -1.59 0.12
H -2.05 -1.64 0.74
H -0.87 -1.16 1.99
C -0.06 -2.23 -1.23
H -0.77 -1.67 -1.86
H -0.38 -3.27 -1.14
H 0.90 -2.21 -1.74
C 1.23 -2.29 0.87
H 1.16 -2.12 1.95
H 2.20 -1.99 0.48
H 1.12 -3.36 0.69
Al 1.57 1.20 0.60
C 2.95 1.35 3.33
C 2.18 2.44 3.81
C 0.85 2.30 3.38
H 2.55 3.24 4.47
C 0.72 1.08 2.63
C 2.08 0.49 2.54
H 2.29 -0.58 2.38
H 3.99 1.11 3.57
H 0.01 2.95 3.62
H -0.22 0.52 2.60
C 3.74 1.74 -0.83
C 3.42 0.45 -0.21
C 2.89 -0.38 -1.30
H 3.93 0.03 0.67
C 2.66 0.45 -2.40
C 3.25 1.72 -2.15
H 3.31 2.52 -2.88
H 4.31 2.52 -0.33
H 2.91 -1.47 -1.30
H 2.20 0.11 -3.33
O -2.85 -0.56 -1.49
C -3.36 -1.93 -1.47
C -4.82 -1.93 -1.94
H -3.28 -2.35 -0.45
H -2.73 -2.55 -2.13
C -5.25 -0.45 -1.94
H -5.46 -2.53 -1.28
H -4.87 -2.34 -2.95
C -3.96 0.36 -1.76
H -5.93 -0.28 -1.10
H -5.77 -0.19 -2.86
H -4.06 1.05 -0.92
H -3.70 0.95 -2.65
O 2.55 5.01 1.04
C 2.02 4.01 0.70
N 1.49 2.99 0.33
```


Entry 2:
C20H28Br43IN2P | ωB97M-V/def2-TZVPD

Summary:
Net charge ... +1
Max |F| ... 3.86 eV/Å
E_LUMO ... -3.502 eV
Frontier orbital gap ... 6.5 eV

XYZ file:
```
95
C20H28Br43IN2P ωB97M-V/def2-TZVPD
C -2.02 -1.55 2.07
P -3.49 -0.69 2.91
C -3.71 0.94 2.01
C -5.03 -1.73 2.44
Br -4.79 -3.59 3.19
N -5.17 -1.70 0.98
C -6.57 -1.78 0.50
C -7.50 -0.70 1.11
N -7.00 -0.10 2.40
C -6.19 -1.02 3.23
I -7.53 -2.45 4.18
H -1.22 -1.69 2.81
H -1.70 -0.92 1.23
H -2.31 -2.55 1.72
H -4.77 1.17 1.77
H -3.20 0.92 1.02
H -3.36 1.76 2.63
H -4.72 -2.55 0.64
H -6.96 -2.81 0.60
H -6.53 -1.57 -0.59
H -8.47 -1.17 1.34
H -7.70 0.14 0.42
H -7.83 0.13 2.96
H -6.54 0.80 2.22
H -5.70 -0.50 4.08
C 0.96 1.67 3.36
Br 1.73 2.41 4.96
Br 2.00 0.19 2.73
Br -0.91 1.25 3.67
H 1.00 2.43 2.58
C -5.13 -3.12 -3.35
Br -7.01 -3.39 -2.97
Br -4.83 -1.51 -4.37
Br -4.06 -3.14 -1.73
H -4.80 -3.95 -3.95
C 3.80 6.47 4.95
Br 4.91 4.89 5.07
Br 2.10 6.09 4.12
Br 3.58 7.32 6.67
H 4.32 7.18 4.31
C 6.94 -3.68 -3.73
Br 5.42 -4.40 -2.78
Br 8.50 -4.82 -3.56
Br 6.51 -3.32 -5.58
H 7.19 -2.73 -3.27
C 4.20 -5.10 2.18
Br 5.76 -6.14 2.69
Br 3.32 -4.34 3.74
Br 4.62 -3.83 0.81
H 3.49 -5.79 1.74
C 9.63 3.78 -3.24
Br 9.97 5.41 -2.26
Br 9.46 4.10 -5.14
Br 10.96 2.42 -2.87
H 8.68 3.39 -2.90
C -6.02 -0.80 -8.73
Br -4.21 -1.40 -9.10
Br -7.02 -2.14 -7.76
Br -6.04 0.90 -7.82
H -6.51 -0.66 -9.69
C -11.69 -3.15 2.43
Br -13.01 -1.94 3.15
Br -11.87 -3.34 0.51
Br -9.88 -2.63 2.94
H -11.88 -4.13 2.86
C 9.79 1.33 1.02
Br 8.96 -0.35 0.54
Br 11.55 1.07 1.78
Br 9.83 2.57 -0.47
H 9.17 1.78 1.79
C -0.12 -4.95 5.53
Br -1.41 -4.51 4.16
Br 1.08 -6.36 4.98
Br 0.89 -3.39 6.01
H -0.67 -5.32 6.39
C -1.53 5.48 0.53
Br -0.88 5.98 2.28
Br -0.57 3.96 -0.19
Br -3.45 5.19 0.54
H -1.34 6.31 -0.14
C 0.24 8.19 -2.55
Br 0.90 8.69 -0.80
Br 1.19 6.67 -3.26
Br -1.68 7.89 -2.53
H 0.42 9.02 -3.21
C 9.36 -1.35 -7.27
Br 9.70 0.29 -6.30
Br 9.17 -1.04 -9.17
Br 10.68 -2.71 -6.89
H 8.41 -1.73 -6.91
C 5.35 -0.03 -0.91
Br 4.08 -1.36 -1.53
Br 5.16 1.65 -1.86
Br 5.24 0.22 0.98
H 6.33 -0.40 -1.11
```


Entry 3:
C20H28CuN7O | ωB97M-V/def2-TZVPD

Summary:
Net charge ... +1
Multiplicity ... 2
<S²> ... 0.80
Max |F| ... 1.03 eV/Å
E_LUMO (alpha / beta) ... -2.244 / -3.475 eV
Frontier orbital gap (alpha / beta) ... 7.6 / 6.8 eV
Energy relative to the best compared isomer or geometry (same formula, charge and spin) ... 15.29 kcal per mole

XYZ file:
```
57
C20H28CuN7O ωB97M-V/def2-TZVPD
Cu -0.46 0.67 -0.12
O 0.80 2.56 -0.32
C 0.74 3.31 -1.52
C -0.67 3.76 -1.90
C -1.67 2.60 -2.02
C -2.51 2.49 -0.78
C -3.85 2.84 -0.77
C -4.57 2.78 0.42
C -3.91 2.37 1.57
C -2.57 2.03 1.48
N -1.89 2.09 0.34
H 0.45 3.10 0.39
H 1.15 2.66 -2.30
H 1.38 4.19 -1.43
H -0.60 4.28 -2.86
H -1.03 4.48 -1.16
H -1.13 1.66 -2.16
H -2.33 2.75 -2.87
H -4.33 3.14 -1.69
H -5.61 3.06 0.45
H -4.42 2.31 2.51
H -2.02 1.68 2.34
C -3.66 -3.90 0.07
N -3.38 -2.48 0.26
C -4.57 -1.65 0.24
C -2.19 -1.90 -0.07
N -2.06 -0.72 -0.56
N -1.05 -2.63 0.23
C 0.26 -2.22 0.15
N 1.16 -3.19 0.50
N 0.62 -1.04 -0.18
H -4.44 -4.20 0.77
H -2.79 -4.52 0.24
H -4.03 -4.09 -0.94
H -5.35 -2.14 0.81
H -4.95 -1.46 -0.78
H -4.35 -0.69 0.72
H -2.92 -0.29 -0.85
H -1.20 -3.50 0.72
H 0.91 -4.16 0.51
H 2.14 -2.98 0.34
H 1.62 -0.88 -0.20
C 3.16 0.69 0.48
C 4.29 -0.09 0.59
C 4.99 -0.55 -0.56
C 6.09 -1.36 -0.45
C 6.56 -1.73 0.82
C 5.91 -1.25 1.98
C 4.81 -0.46 1.87
C 7.66 -2.59 0.95
N 8.54 -3.32 1.06
H 2.80 1.02 -0.48
H 2.63 1.03 1.35
H 4.62 -0.26 -1.54
H 6.60 -1.71 -1.33
H 6.30 -1.52 2.95
H 4.31 -0.09 2.75
```


Entry 4:
C20H28F6O9 | ωB97M-V/def2-TZVPD

Summary:
Net charge ... 0
Max |F| ... 5.03 eV/Å
E_LUMO ... -1.053 eV
Frontier orbital gap ... 8.9 eV
SMILES string ... CC(C)CCC1=C(OC[C@H](C)O)C(=O)OC1=O.CCOC(=O)C(F)(F)F.CCOC(=O)C(F)(F)F

XYZ file:
```
63
C20H28F6O9 ωB97M-V/def2-TZVPD
C -0.53 2.33 -0.20
C -0.61 0.98 -1.06
C 0.83 0.78 -1.78
C -0.91 -0.35 -0.19
C -1.52 -0.09 1.26
C -0.46 0.25 2.40
C 0.92 0.01 2.53
O 1.74 -0.66 1.59
C 3.08 -0.11 1.51
C 4.07 -1.39 1.30
C 3.43 -2.54 0.39
O 4.47 -2.00 2.55
C 1.23 0.61 3.96
O 2.27 0.71 4.64
O 0.01 1.08 4.54
C -1.11 0.99 3.66
O -2.29 1.35 3.81
H -1.53 2.58 0.34
H -0.26 3.21 -0.88
H 0.31 2.19 0.58
H -1.37 1.09 -1.93
H 1.64 1.20 -1.07
H 0.84 1.39 -2.75
H 1.06 -0.31 -2.00
H 0.03 -1.01 -0.21
H -1.71 -0.94 -0.78
H -2.29 0.76 1.22
H -2.11 -1.02 1.63
H 3.44 0.40 2.46
H 3.16 0.62 0.64
H 5.00 -0.98 0.76
H 4.18 -3.42 0.36
H 2.46 -2.97 0.79
H 3.33 -2.20 -0.71
H 4.24 -1.42 3.32
C 4.91 -5.23 -4.85
C 3.96 -4.49 -5.76
O 2.73 -4.19 -5.09
C 2.73 -3.10 -4.29
O 3.69 -2.39 -4.13
C 1.35 -2.89 -3.68
F 0.81 -4.03 -3.21
F 0.47 -2.39 -4.58
F 1.37 -2.02 -2.65
H 4.43 -6.13 -4.45
H 5.81 -5.53 -5.38
H 5.20 -4.62 -3.99
H 3.71 -5.11 -6.62
H 4.42 -3.57 -6.15
C -5.86 4.62 4.25
C -5.17 3.49 3.53
O -5.85 3.17 2.30
C -5.55 3.95 1.24
O -4.77 4.86 1.27
C -6.31 3.48 0.00
F -7.60 3.20 0.26
F -5.77 2.35 -0.51
F -6.30 4.39 -0.99
H -6.92 4.39 4.40
H -5.39 4.81 5.22
H -5.82 5.55 3.66
H -5.20 2.59 4.14
H -4.12 3.71 3.34
```


Entry 5:
C20H28FN3O4 | ωB97M-V/def2-TZVPD

Summary:
Net charge ... 0
Max |F| ... 0.50 eV/Å
E_LUMO ... 0.721 eV
Frontier orbital gap ... 9.3 eV
SMILES string ... COc1ccc(CN2CCNC(=O)[C@@H]2CC(=O)N(C)C2CCOCC2)c(F)c1
Energy relative to the best compared isomer or geometry (same formula, charge and spin) ... 0.00 kcal per mole

XYZ file:
```
56
C20H28FN3O4 ωB97M-V/def2-TZVPD
C 5.10 -2.44 -2.54
O 4.42 -1.66 -1.58
C 3.20 -1.17 -1.90
C 2.58 -0.38 -0.92
C 1.33 0.16 -1.15
C 0.64 -0.05 -2.34
C -0.75 0.50 -2.55
N -1.82 -0.43 -2.20
C -1.84 -1.63 -3.00
C -3.22 -2.27 -2.84
N -3.40 -2.57 -1.44
C -2.81 -1.91 -0.44
O -2.96 -2.25 0.72
C -1.94 -0.70 -0.78
C -2.56 0.53 -0.06
C -1.51 1.38 0.64
O -1.00 2.34 0.06
N -1.13 1.02 1.88
C -1.77 -0.03 2.65
C -0.14 1.85 2.56
C -0.67 2.49 3.84
C 0.44 3.36 4.44
O 1.61 2.62 4.70
C 2.14 2.04 3.54
C 1.15 1.08 2.88
C 1.29 -0.82 -3.30
F 0.71 -1.03 -4.50
C 2.55 -1.38 -3.11
H 5.30 -1.86 -3.45
H 6.05 -2.71 -2.08
H 4.54 -3.34 -2.79
H 3.11 -0.20 0.00
H 0.88 0.80 -0.41
H -0.87 1.40 -1.96
H -0.89 0.75 -3.61
H -1.69 -1.36 -4.05
H -1.07 -2.36 -2.71
H -3.29 -3.19 -3.42
H -3.99 -1.57 -3.18
H -4.00 -3.34 -1.17
H -0.95 -0.92 -0.33
H -3.32 0.21 0.65
H -3.03 1.15 -0.82
H -1.99 -0.90 2.03
H -1.10 -0.34 3.44
H -2.70 0.33 3.10
H 0.10 2.65 1.84
H -1.55 3.10 3.63
H -0.94 1.72 4.57
H 0.13 3.78 5.40
H 0.67 4.19 3.75
H 3.04 1.52 3.85
H 2.41 2.83 2.82
H 1.58 0.66 1.97
H 0.94 0.26 3.57
H 2.98 -1.95 -3.91
```


Entry 6:
C20H28FN3O4 | ωB97M-V/def2-TZVPD

Summary:
Net charge ... 0
Max |F| ... 0.53 eV/Å
E_LUMO ... 0.660 eV
Frontier orbital gap ... 9.4 eV
SMILES string ... COc1ccc(CN2CCNC(=O)[C@@H]2CC(=O)N(C)C2CCOCC2)c(F)c1
Energy relative to the best compared isomer or geometry (same formula, charge and spin) ... 1.63 kcal per mole

XYZ file:
```
56
C20H28FN3O4 ωB97M-V/def2-TZVPD
C 5.49 -3.85 -2.11
O 4.11 -3.69 -2.30
C 3.43 -2.85 -1.48
C 4.00 -2.14 -0.42
C 3.20 -1.31 0.36
C 1.84 -1.16 0.13
C 0.96 -0.29 0.97
N 0.14 -1.12 1.85
C 0.91 -1.62 2.97
C 0.12 -2.73 3.64
N -1.17 -2.21 4.02
C -1.83 -1.23 3.37
O -2.98 -0.94 3.67
C -1.07 -0.45 2.30
C -2.03 -0.21 1.12
C -1.85 1.16 0.49
O -1.25 2.05 1.06
N -2.41 1.32 -0.73
C -3.16 0.26 -1.37
C -2.18 2.56 -1.48
C -2.78 3.79 -0.79
C -2.52 5.01 -1.66
O -1.15 5.21 -1.92
C -0.57 4.10 -2.56
C -0.70 2.82 -1.74
C 1.31 -1.88 -0.94
F 0.00 -1.76 -1.23
C 2.07 -2.71 -1.73
H 6.03 -2.91 -2.23
H 5.71 -4.28 -1.13
H 5.81 -4.55 -2.89
H 5.05 -2.21 -0.20
H 3.66 -0.76 1.16
H 1.57 0.43 1.55
H 0.30 0.28 0.32
H 1.85 -2.02 2.59
H 1.13 -0.82 3.70
H 0.64 -3.08 4.54
H 0.01 -3.57 2.95
H -1.72 -2.73 4.69
H -0.85 0.54 2.75
H -3.05 -0.28 1.50
H -1.87 -1.00 0.39
H -2.50 -0.52 -1.75
H -3.87 -0.18 -0.68
H -3.72 0.68 -2.21
H -2.68 2.43 -2.45
H -3.85 3.66 -0.63
H -2.29 3.92 0.18
H -2.86 5.92 -1.17
H -3.06 4.90 -2.62
H 0.48 4.36 -2.70
H -1.04 3.96 -3.55
H -0.24 1.98 -2.27
H -0.19 2.95 -0.78
H 1.62 -3.25 -2.55
```


Entry 7:
C20H28IN4O | ωB97M-V/def2-TZVPD

Summary:
Net charge ... +1
Max |F| ... 5.52 eV/Å
E_LUMO ... -6.758 eV
Frontier orbital gap ... 3.2 eV

XYZ file:
```
54
C20H28IN4O ωB97M-V/def2-TZVPD
C 6.37 2.97 1.68
C 5.15 3.83 1.49
C 5.05 4.60 0.18
N 4.25 3.86 2.40
C 2.92 3.90 1.91
C 2.16 5.03 2.10
C 0.82 5.06 1.66
C 0.29 3.98 1.01
C 1.05 2.82 0.78
N 0.47 1.78 0.10
C 1.27 0.77 -0.08
C 2.60 0.72 0.40
I 3.74 -1.02 0.01
N 3.16 1.67 1.05
C 2.38 2.78 1.23
H 6.08 1.99 2.05
H 7.07 3.44 2.37
H 6.85 2.83 0.71
H 6.03 4.61 -0.29
H 4.71 5.61 0.42
H 4.37 4.14 -0.53
H 2.61 5.88 2.60
H 0.21 5.94 1.80
H -0.74 4.03 0.68
H 0.89 -0.09 -0.63
C -2.84 -0.69 -1.28
C -3.62 -2.00 -1.52
C -4.41 -2.39 -0.26
C -3.54 -2.92 0.88
C -2.65 -4.07 0.43
C -1.79 -3.74 -0.81
N -2.67 -3.14 -1.89
O -3.26 -3.99 -2.47
C -0.65 -2.78 -0.43
C -1.09 -5.00 -1.30
C -4.57 -1.68 -2.67
H -2.07 -0.54 -2.04
H -3.52 0.16 -1.34
H -2.38 -0.62 -0.30
H -5.15 -3.16 -0.52
H -4.97 -1.52 0.07
H -2.94 -2.11 1.30
H -4.19 -3.26 1.69
H -1.98 -4.37 1.24
H -3.28 -4.94 0.21
H -0.14 -2.40 -1.32
H 0.10 -3.30 0.17
H -0.97 -1.93 0.18
H -1.78 -5.82 -1.52
H -0.40 -5.35 -0.53
H -0.50 -4.80 -2.20
H -4.03 -1.44 -3.58
H -5.18 -0.82 -2.40
H -5.26 -2.50 -2.88
```


Entry 8:
C20H28N2O3 | ωB97M-V/def2-TZVPD

Summary:
Net charge ... 0
Max |F| ... 0.67 eV/Å
E_LUMO ... 0.649 eV
Frontier orbital gap ... 8.4 eV
SMILES string ... CCOc1ccc(N2C[C@@H](C(=O)NC3CCCCCC3)CC2=O)cc1
Energy relative to the best compared isomer or geometry (same formula, charge and spin) ... 15.91 kcal per mole

XYZ file:
```
53
C20H28N2O3 ωB97M-V/def2-TZVPD
C -7.71 -1.54 -0.10
C -7.20 -0.96 1.21
O -6.54 0.28 1.04
C -5.28 0.32 0.53
C -4.76 1.59 0.30
C -3.49 1.76 -0.20
C -2.69 0.65 -0.49
N -1.39 0.83 -1.00
C -0.70 2.09 -0.84
C 0.77 1.76 -1.11
C 1.49 1.45 0.22
O 0.97 1.61 1.30
N 2.76 1.04 0.06
C 3.60 0.68 1.19
C 3.38 -0.79 1.60
C 3.35 -1.79 0.44
C 4.71 -2.13 -0.16
C 5.50 -0.93 -0.67
C 6.01 -0.03 0.46
C 5.06 1.08 0.90
C 0.68 0.54 -2.02
C -0.66 -0.10 -1.66
O -0.98 -1.23 -1.96
C -3.21 -0.62 -0.26
C -4.49 -0.79 0.24
H -8.25 -2.46 0.10
H -6.89 -1.75 -0.78
H -8.38 -0.83 -0.58
H -6.55 -1.67 1.73
H -8.04 -0.72 1.87
H -5.38 2.44 0.53
H -3.12 2.76 -0.37
H -0.83 2.47 0.18
H -1.07 2.83 -1.56
H 1.30 2.59 -1.58
H 3.14 0.90 -0.86
H 3.24 1.30 2.02
H 4.14 -1.07 2.32
H 2.41 -0.83 2.10
H 2.68 -1.42 -0.34
H 2.91 -2.72 0.82
H 5.31 -2.65 0.59
H 4.55 -2.82 -0.99
H 4.90 -0.34 -1.37
H 6.36 -1.31 -1.23
H 6.94 0.45 0.15
H 6.26 -0.66 1.32
H 5.48 1.53 1.80
H 5.05 1.86 0.14
H 1.48 -0.19 -1.90
H 0.64 0.83 -3.08
H -2.61 -1.49 -0.48
H -4.84 -1.79 0.41
```